# 1
The following is a quantum chemistry calculation of a cluster of 2 separate species, CH3I in total at a distorted geometry, from the Open Molecules 2025 dataset.

## Properties
Total energy = -9183.1173 eV
ΔE to the lowest compared entry with this formula, charge and spin = 293.4 kJ/mol

Structure (ORCA input):
```
! wB97M-V def2-TZVPD RIJCOSX def2/J DEFGRID3
* xyz 0 1
I 3.815 -0.222 -0.265
C -0.925 -0.012 -0.031
H 0.031 -0.444 -0.196
H -1.888 -0.442 0.281
H -1.033 1.120 0.211
*
```

# 2
The following is a quantum chemistry calculation of a cluster of 2 separate species, C9H16N3O in total at a distorted geometry, from the Open Molecules 2025 dataset.

## Properties
Total energy = -16103.0620 eV
ΔE to the lowest compared entry with this formula, charge and spin = 207.4 kJ/mol

Structure (ORCA input):
```
! wB97M-V def2-TZVPD RIJCOSX def2/J DEFGRID3
* xyz 1 1
O 1.254 -0.933 3.289
N 2.124 -0.334 -2.904
N -0.028 -0.879 -1.840
N 0.591 1.260 -2.183
C 0.868 0.815 1.690
C -1.711 -0.337 1.238
C 0.943 -0.078 -2.275
C -0.203 1.458 0.990
C -1.439 0.948 0.686
C -0.791 -0.931 2.014
C 0.492 -0.367 2.257
C -2.525 1.954 0.473
C 0.073 -2.323 -2.034
H 1.777 1.323 1.954
H 1.057 -2.665 -2.369
H -0.996 -1.802 2.639
H -0.035 -2.951 -1.149
H -2.380 2.959 0.909
H -0.248 1.403 -1.652
H -0.624 -2.621 -2.793
H -3.482 1.596 0.816
H 2.313 0.484 -3.507
H -2.694 -0.743 1.230
H 2.305 -1.169 -3.453
H -2.705 2.084 -0.617
H -0.742 -0.704 -1.054
H 1.183 2.032 -2.390
H 0.358 2.253 0.366
H 2.180 -1.037 2.891
*
```

# 3
The following is a quantum chemistry calculation of a structure of composition C4H8N2O2 at a distorted geometry, from the Open Molecules 2025 dataset.

## Properties
Total energy = -11347.1201 eV
ΔE to the lowest compared entry with this formula, charge and spin = 674.7 kJ/mol

Structure (ORCA input):
```
! wB97M-V def2-TZVPD RIJCOSX def2/J DEFGRID3
* xyz 0 1
O 0.815 0.850 -1.303
O -0.209 -1.516 -1.047
N 1.286 -0.078 0.154
N -0.543 -1.069 1.385
C 1.506 0.886 1.215
C -1.880 0.256 -1.560
C 0.032 -0.684 0.176
C -0.778 -0.288 -1.021
H -2.514 -0.335 -2.204
H -2.144 1.275 -1.331
H 1.300 0.462 -2.052
H -0.076 -1.862 1.809
H 0.653 1.549 1.385
H 1.694 0.330 2.139
H 2.394 1.463 0.967
H -1.537 -1.240 1.289
*
```

# 4
The following is a quantum chemistry calculation of an isolated molecule of C3H9NO3 at a distorted geometry, from the Open Molecules 2025 dataset.

## Properties
Total energy = -10886.0865 eV
ΔE to the lowest compared entry with this formula, charge and spin = 433.7 kJ/mol
SMILES = C[C@](O)(CO)ON

Structure (ORCA input):
```
! wB97M-V def2-TZVPD RIJCOSX def2/J DEFGRID3
* xyz 0 1
O -0.839 -0.290 1.211
O 1.148 0.805 0.028
O -1.518 1.580 -0.799
N 1.559 1.232 1.285
C -0.181 -0.324 0.040
C 0.476 -1.684 -0.152
C -1.048 0.265 -1.146
H 2.470 0.740 1.506
H 1.636 -1.472 -0.220
H -1.941 -0.260 -1.487
H 0.215 -2.322 0.683
H 0.770 1.113 1.864
H -0.479 0.163 -2.007
H 0.061 -2.301 -1.010
H -0.973 2.290 -1.131
H -1.357 0.465 1.336
*
```

# 5
The following is a quantum chemistry calculation of a structure of composition C26H22ClCoIN8O9S2, from the Open Molecules 2025 dataset.

## Properties
Total energy = -137570.7462 eV
ΔE to the lowest compared entry with this formula, charge and spin = 427.9 kJ/mol

Structure (ORCA input):
```
! wB97M-V def2-TZVPD RIJCOSX def2/J DEFGRID3
* xyz 1 5
I -0.857 2.199 4.441
Co 0.563 -0.285 -0.431
Cl 2.247 5.988 1.780
S -3.132 -0.122 1.364
S 2.440 -3.042 -1.075
O -1.085 0.912 -0.945
O 2.382 -1.410 -5.572
O -1.213 3.696 -6.417
O -1.840 2.657 -1.893
O 0.194 0.483 1.524
O 0.279 2.656 -7.581
O 0.655 -0.643 -2.345
O -0.864 -0.015 2.269
O 3.071 -0.753 -3.631
N 0.386 -4.870 -1.303
N -0.823 -5.145 -0.728
N -0.037 -3.234 -0.047
N 2.298 -0.740 -4.568
N 1.894 1.266 -0.204
N -1.172 1.661 -1.943
N 0.201 -2.045 0.634
N -0.358 2.849 -6.568
C 0.454 0.252 -3.234
C 1.523 2.192 0.726
C 0.576 1.793 1.715
C -0.722 2.192 -4.240
C 0.898 0.980 -5.551
C 1.167 0.195 -4.468
C 0.950 -3.721 -0.871
C -0.066 1.978 -5.420
C -4.282 3.703 0.734
C -5.480 4.833 -1.173
C 2.821 1.559 -1.094
C -3.577 -0.123 3.103
C -1.063 -4.141 0.054
C -3.798 1.356 0.700
C 2.080 3.477 0.737
C -3.744 2.585 1.349
C -4.915 2.383 -1.160
C -4.377 1.259 -0.565
C 0.762 3.966 2.702
C -4.878 3.622 -0.523
C -2.249 -3.970 0.925
C 1.640 4.374 1.749
C 3.436 2.821 -1.140
C 3.054 3.776 -0.240
C -0.460 1.346 -3.163
C 0.234 2.642 2.725
H -5.374 2.300 -2.137
H -1.438 2.995 -4.153
H -0.591 -1.770 1.225
H 3.072 0.774 -1.802
H -1.954 -3.729 1.948
H -4.435 -0.778 3.245
H -2.795 -4.910 0.936
H -2.723 -0.494 3.666
H 3.496 4.763 -0.258
H -4.235 4.659 1.239
H 1.439 0.849 -6.478
H 0.833 -5.539 -1.907
H -4.423 0.302 -1.069
H 0.470 4.654 3.482
H -2.912 -3.187 0.553
H 0.998 -2.183 1.262
H -6.567 4.821 -1.075
H -3.819 0.881 3.434
H -5.116 5.751 -0.717
H 4.190 3.016 -1.888
H -3.271 2.682 2.318
H -5.249 4.862 -2.238
*
```

# 6
The following is a quantum chemistry calculation of a structure of composition C5H10O, from the Open Molecules 2025 dataset.

## Properties
Total energy = -7391.7113 eV
ΔE to the lowest compared entry with this formula, charge and spin = 294.7 kJ/mol

Structure (ORCA input):
```
! wB97M-V def2-TZVPD RIJCOSX def2/J DEFGRID3
* xyz 0 1
O 0.766 -0.131 -1.967
C -1.491 0.963 -0.471
C 0.783 -0.068 -0.676
C -0.543 -0.208 -0.182
C 2.087 -0.009 0.048
C -0.762 -0.817 1.183
H -1.783 -1.207 1.262
H -1.450 1.710 0.337
H -1.262 1.474 -1.413
H -0.639 -0.075 1.988
H -2.527 0.610 -0.529
H -0.080 -1.651 1.384
H -0.366 -0.530 -1.643
H 2.384 -1.030 0.321
H 2.021 0.576 0.969
H 2.860 0.392 -0.612
*
```